Record 1
{
  "formula": "C4H5NO",
  "method": "ωB97M-V/def2-TZVPD",
  "elements": ["C", "C", "C", "N", "C", "O", "H", "H", "H", "H", "H"],
  "xyz": [[1.646, -0.045, 0.016], [0.218, 0.087, 0.041], [-0.687, 1.074, 0.034], [-1.989, 0.524, 0.061], [-1.648, -0.793, -0.070], [-0.434, -1.015, 0.132], [2.012, 0.460, -0.792], [2.087, 0.208, 1.109], [1.783, -1.094, -0.447], [-0.683, 2.202, -0.076], [-2.305, -1.608, -0.010]],
  "lowdin_charge": [-0.01, -0.44, -0.09, 0.10, -0.22, 0.10, 0.04, 0.15, 0.12, 0.13, 0.12],
  "e_above_lowest_ev": 2.0006,
  "spin_multiplicity": 1,
  "charge": 0,
  "energy_ev": -7764.5259,
  "smiles": "Cc1cnco1",
  "gap_ev": 9.923
}

---

Record 2
{
  "formula": "C31H62BrF3N2O2",
  "method": "ωB97M-V/def2-TZVPD",
  "elements": ["C", "C", "C", "C", "C", "C", "C", "C", "C", "C", "C", "C", "C", "C", "C", "C", "C", "C", "C", "C", "C", "Br", "C", "C", "N", "C", "C", "C", "C", "N", "H", "H", "H", "H", "H", "H", "H", "H", "H", "H", "H", "H", "H", "H", "H", "H", "H", "H", "H", "H", "H", "H", "H", "H", "H", "H", "H", "H", "H", "H", "H", "H", "H", "H", "H", "H", "H", "H", "H", "H", "H", "H", "H", "H", "H", "H", "H", "H", "H", "H", "H", "H", "H", "H", "H", "H", "C", "C", "O", "C", "O", "C", "F", "F", "F", "H", "H", "H", "H", "H", "H"],
  "xyz": [[-8.371, 6.220, -2.955], [-8.275, 5.218, -4.109], [-7.687, 3.867, -3.645], [-6.802, 3.163, -4.693], [-5.318, 3.057, -4.301], [-4.892, 1.646, -3.894], [-3.419, 1.573, -3.484], [-2.946, 0.128, -3.204], [-1.880, -0.391, -4.183], [-0.456, -0.236, -3.639], [0.027, 1.215, -3.527], [1.552, 1.308, -3.438], [2.096, 2.656, -2.927], [2.837, 2.539, -1.598], [1.894, 2.252, -0.413], [2.441, 1.220, 0.584], [2.506, -0.188, -0.002], [3.336, -1.237, 0.762], [4.707, -0.737, 1.195], [5.590, -1.705, 2.000], [4.881, -2.691, 2.899], [6.845, -2.644, 0.815], [3.445, -2.469, -0.142], [2.078, -3.059, -0.413], [1.188, -2.011, -1.013], [1.080, -0.704, -0.268], [0.144, -0.769, 0.954], [-0.794, -1.969, 1.028], [-1.870, -1.805, 2.145], [-1.526, -0.802, 3.138], [-8.841, 5.749, -2.089], [-7.372, 6.533, -2.647], [-8.945, 7.104, -3.229], [-7.614, 5.636, -4.869], [-9.268, 5.052, -4.523], [-7.107, 4.052, -2.738], [-8.514, 3.213, -3.361], [-6.867, 3.708, -5.636], [-7.190, 2.162, -4.895], [-4.675, 3.366, -5.130], [-5.095, 3.732, -3.470], [-5.054, 0.968, -4.737], [-5.497, 1.309, -3.048], [-3.255, 2.214, -2.616], [-2.830, 1.999, -4.302], [-2.550, 0.078, -2.186], [-3.818, -0.526, -3.239], [-2.039, -1.454, -4.380], [-1.967, 0.132, -5.138], [-0.474, -0.673, -2.628], [0.255, -0.828, -4.223], [-0.336, 1.776, -4.390], [-0.396, 1.661, -2.622], [1.964, 1.087, -4.425], [1.906, 0.507, -2.774], [1.270, 3.364, -2.811], [2.759, 3.085, -3.680], [3.628, 1.789, -1.682], [3.342, 3.489, -1.411], [1.762, 3.186, 0.134], [0.911, 1.950, -0.779], [3.427, 1.558, 0.899], [1.808, 1.246, 1.474], [2.989, -0.099, -0.988], [2.772, -1.542, 1.653], [4.622, 0.177, 1.779], [5.262, -0.468, 0.290], [6.233, -1.090, 2.626], [5.567, -3.408, 3.342], [4.111, -3.272, 2.385], [4.379, -2.164, 3.713], [3.909, -2.171, -1.090], [4.083, -3.234, 0.297], [2.151, -3.862, -1.148], [1.623, -3.482, 0.478], [1.599, -1.790, -1.923], [0.261, -2.383, -1.213], [0.628, -0.012, -0.978], [0.698, -0.643, 1.882], [-0.493, 0.116, 0.888], [-0.259, -2.900, 1.214], [-1.355, -2.049, 0.088], [-1.998, -2.786, 2.613], [-2.830, -1.559, 1.696], [-2.330, -0.282, 3.449], [-1.068, -1.200, 3.943], [4.085, -4.976, 8.233], [4.569, -3.564, 8.554], [4.634, -2.681, 7.461], [3.403, -1.945, 7.120], [2.746, -1.423, 8.092], [2.479, -2.844, 6.241], [3.145, -3.621, 5.335], [1.692, -2.039, 5.464], [1.635, -3.657, 6.887], [4.518, -5.322, 7.293], [4.389, -5.659, 9.031], [3.002, -5.032, 8.152], [5.601, -3.639, 8.914], [3.980, -3.119, 9.363], [3.826, -1.248, 6.341]],
  "lowdin_charge": [-0.12, -0.26, -0.22, -0.20, -0.22, -0.23, -0.22, -0.20, -0.20, -0.22, -0.21, -0.20, -0.20, -0.20, -0.17, -0.14, -0.24, -0.28, -0.20, -0.70, -0.14, 0.68, -0.15, -0.09, 0.10, -0.22, -0.14, -0.18, -0.25, 0.01, 0.07, 0.07, 0.07, 0.10, 0.10, 0.10, 0.11, 0.10, 0.10, 0.11, 0.11, 0.12, 0.12, 0.11, 0.10, 0.10, 0.10, 0.11, 0.11, 0.08, 0.11, 0.12, 0.11, 0.12, 0.08, 0.12, 0.11, 0.11, 0.11, 0.12, 0.09, 0.11, 0.13, 0.13, 0.15, 0.11, 0.10, 0.09, 0.08, 0.07, 0.08, 0.13, 0.09, 0.14, 0.13, 0.17, 0.15, 0.11, 0.11, 0.13, 0.10, 0.10, 0.11, 0.11, 0.07, 0.08, -0.09, -0.30, -0.13, -0.56, -0.14, -0.55, 0.07, 0.06, 0.12, 0.07, 0.06, 0.05, 0.10, 0.11, 0.13],
  "e_above_lowest_ev": 0.0000,
  "spin_multiplicity": 1,
  "charge": 0,
  "energy_ev": -118420.8278,
  "gap_ev": 4.662
}

---

Record 3
{
  "formula": "C15H48O9",
  "method": "ωB97M-V/def2-TZVPD",
  "elements": ["C", "C", "O", "H", "H", "H", "H", "H", "H", "C", "C", "O", "H", "H", "H", "H", "H", "H", "C", "C", "O", "H", "H", "H", "H", "H", "H", "C", "C", "O", "H", "H", "H", "H", "H", "H", "C", "C", "O", "H", "H", "H", "H", "H", "H", "C", "C", "O", "H", "H", "H", "H", "H", "H", "C", "O", "H", "H", "H", "H", "C", "O", "H", "H", "H", "H", "C", "O", "H", "H", "H", "H"],
  "xyz": [[3.331, 3.241, 2.187], [2.995, 2.207, 3.201], [3.844, 1.106, 3.174], [3.124, 4.292, 2.570], [2.766, 3.168, 1.265], [4.373, 3.159, 1.902], [2.036, 1.833, 2.940], [2.922, 2.737, 4.184], [3.605, 0.577, 3.979], [-3.379, -0.641, -3.032], [-4.140, -1.529, -3.942], [-4.432, -2.763, -3.241], [-2.407, -1.023, -2.596], [-3.961, -0.143, -2.225], [-2.992, 0.142, -3.625], [-3.526, -1.765, -4.805], [-5.157, -1.163, -4.335], [-5.152, -3.170, -3.605], [3.356, 0.121, -0.631], [2.567, -0.949, -1.331], [2.675, -0.829, -2.699], [4.430, 0.072, -0.558], [3.035, 0.191, 0.405], [3.031, 1.046, -1.091], [1.545, -1.112, -0.972], [2.819, -1.964, -0.975], [2.010, -1.385, -3.093], [-1.236, 2.662, 3.711], [-0.541, 1.495, 4.354], [-1.368, 1.094, 5.489], [-2.079, 2.256, 3.135], [-0.625, 3.235, 2.929], [-1.561, 3.506, 4.356], [0.450, 1.900, 4.655], [-0.467, 0.641, 3.679], [-0.756, 0.699, 6.142], [0.990, -2.688, 3.181], [0.568, -1.531, 2.196], [1.622, -0.649, 2.358], [1.099, -2.474, 4.271], [1.926, -3.126, 2.950], [0.399, -3.591, 3.106], [-0.323, -1.094, 2.503], [0.516, -1.929, 1.184], [1.535, 0.037, 1.673], [0.162, 1.959, 0.050], [-0.220, 1.133, -1.175], [-0.737, -0.141, -0.789], [-0.684, 2.122, 0.711], [0.753, 2.850, -0.219], [0.861, 1.372, 0.664], [0.596, 1.030, -1.798], [-0.997, 1.677, -1.664], [-0.690, -0.681, -1.631], [0.218, -3.594, -1.913], [-0.539, -2.424, -2.280], [0.800, -4.047, -2.776], [-0.353, -4.392, -1.388], [0.999, -3.216, -1.243], [-1.222, -2.761, -2.990], [-3.752, 0.456, 0.443], [-2.521, 0.543, 1.148], [-3.825, -0.577, 0.072], [-3.698, 1.137, -0.382], [-4.525, 0.591, 1.122], [-1.804, 0.233, 0.536], [0.002, 0.231, -4.713], [0.757, -0.142, -5.828], [0.271, 1.221, -4.359], [0.024, -0.515, -3.962], [-1.032, 0.281, -5.003], [1.670, -0.235, -5.535]],
  "lowdin_charge": [-0.08, -0.38, -0.07, 0.10, 0.05, 0.08, 0.06, 0.13, 0.12, -0.09, -0.29, -0.06, 0.07, 0.08, 0.05, 0.10, 0.14, 0.02, -0.05, -0.37, -0.04, 0.08, 0.05, 0.08, 0.08, 0.11, 0.06, -0.11, -0.30, -0.09, 0.06, 0.08, 0.08, 0.10, 0.09, 0.08, -0.06, -0.28, -0.10, 0.08, 0.05, 0.06, 0.07, 0.10, 0.04, -0.05, -0.27, -0.12, 0.06, 0.09, 0.05, 0.07, 0.11, 0.06, -0.12, -0.20, 0.10, 0.10, 0.05, 0.15, -0.14, -0.16, 0.08, 0.07, 0.06, 0.03, -0.17, -0.09, 0.09, 0.04, 0.07, 0.08],
  "e_above_lowest_ev": 6.1600,
  "spin_multiplicity": 1,
  "charge": 0,
  "energy_ev": -34755.8203,
  "smiles": "CCO.CCO.CCO.CCO.CCO.CCO.CO.CO.CO",
  "gap_ev": 10.025
}

---

Record 4
{
  "formula": "C9H14O",
  "method": "ωB97M-V/def2-TZVPD",
  "elements": ["C", "C", "C", "C", "C", "C", "C", "H", "H", "H", "H", "H", "H", "H", "H", "C", "C", "O", "H", "H", "H", "H", "H", "H"],
  "xyz": [[0.256, 2.940, 0.503], [-0.458, 1.830, -0.241], [0.255, 0.945, -1.038], [-0.428, -0.069, -1.700], [-1.800, -0.193, -1.562], [-2.511, 0.696, -0.778], [-1.832, 1.709, -0.118], [-0.397, 3.818, 0.635], [1.150, 3.299, -0.001], [0.537, 2.628, 1.507], [1.314, 1.102, -1.206], [0.106, -0.791, -2.310], [-2.285, -1.018, -2.085], [-3.587, 0.598, -0.705], [-2.383, 2.412, 0.488], [0.898, -2.504, 2.207], [1.452, -1.974, 0.908], [2.798, -2.459, 0.735], [0.457, -3.497, 2.129], [0.172, -1.808, 2.626], [1.726, -2.596, 2.919], [0.884, -2.303, 0.038], [1.478, -0.883, 0.939], [3.336, -1.753, 0.378]],
  "lowdin_charge": [-0.06, -0.29, -0.07, -0.10, -0.10, -0.09, -0.06, 0.08, 0.07, 0.08, 0.11, 0.10, 0.10, 0.10, 0.11, -0.09, -0.31, -0.09, 0.07, 0.07, 0.08, 0.10, 0.10, 0.07],
  "e_above_lowest_ev": 0.4259,
  "spin_multiplicity": 1,
  "charge": 0,
  "energy_ev": -11607.2108,
  "smiles": "Cc1ccccc1.CCO",
  "gap_ev": 10.005
}

---

Record 5
{
  "formula": "CH4N2O2",
  "method": "ωB97M-V/def2-TZVPD",
  "elements": ["C", "N", "N", "O", "O", "H", "H", "H", "H"],
  "xyz": [[1.468, 0.356, -0.029], [-1.284, -0.762, 0.043], [-0.719, 0.372, -0.007], [-2.520, -0.942, 0.062], [-1.204, 1.488, -0.033], [1.642, -0.695, -0.170], [1.644, 0.756, 0.949], [1.620, 0.999, -0.873], [-0.646, -1.571, 0.059]],
  "lowdin_charge": [0.20, -0.19, -0.18, -0.07, -0.01, 0.02, 0.03, 0.03, 0.17],
  "e_above_lowest_ev": 6.5434,
  "spin_multiplicity": 1,
  "charge": 0,
  "energy_ev": -8170.1420,
  "gap_ev": [7.396, 7.395]
}

---

Record 6
{
  "formula": "C43H34ClN3O6PS2Se2Yb",
  "method": "ωB97M-V/def2-TZVPD",
  "elements": ["Yb", "Cl", "C", "C", "C", "C", "O", "C", "C", "O", "C", "H", "H", "H", "H", "Se", "Se", "C", "C", "C", "C", "C", "N", "C", "C", "C", "C", "C", "N", "H", "H", "H", "H", "H", "H", "H", "H", "S", "P", "S", "C", "C", "C", "C", "C", "C", "C", "C", "C", "C", "C", "C", "H", "H", "H", "H", "H", "H", "H", "H", "H", "H", "N", "C", "C", "C", "C", "C", "C", "H", "H", "H", "H", "H", "H", "H", "O", "C", "O", "C", "C", "C", "C", "O", "C", "O", "C", "C", "H", "H", "H", "H", "H"],
  "xyz": [[2.169, -1.202, 0.316], [-0.350, -7.950, -1.867], [-0.239, -6.391, -1.144], [-1.401, -5.558, -0.836], [-1.158, -4.221, -0.492], [0.160, -3.659, -0.290], [0.322, -2.388, -0.122], [1.290, -4.569, -0.421], [2.674, -4.244, -0.118], [3.117, -3.251, 0.555], [1.048, -5.864, -0.948], [-2.406, -5.946, -1.005], [-1.957, -3.522, -0.227], [3.364, -4.977, -0.540], [1.856, -6.536, -1.294], [4.013, -1.045, 3.078], [2.623, -0.003, 4.690], [1.192, -1.031, 4.046], [0.617, -1.581, 5.227], [-0.663, -2.069, 5.159], [-1.255, -2.189, 3.879], [-0.643, -1.650, 2.770], [0.577, -1.052, 2.823], [4.340, 0.682, 2.346], [5.043, 1.758, 2.894], [5.638, 2.674, 1.993], [5.338, 2.526, 0.633], [4.491, 1.502, 0.194], [4.022, 0.582, 1.063], [1.207, -1.541, 6.184], [-1.222, -2.313, 6.072], [-2.195, -2.701, 3.790], [-1.067, -1.799, 1.786], [5.189, 1.859, 3.947], [6.222, 3.504, 2.394], [5.691, 3.233, -0.085], [4.277, 1.401, -0.878], [-3.814, 0.048, 0.204], [-3.392, 1.360, 1.617], [-1.448, 1.821, 1.867], [-3.850, 0.738, 3.216], [-5.196, 0.433, 3.388], [-5.609, -0.253, 4.541], [-4.761, -0.438, 5.609], [-3.439, -0.025, 5.489], [-2.972, 0.537, 4.289], [-4.286, 2.824, 1.373], [-4.065, 3.906, 2.270], [-4.462, 5.183, 1.930], [-5.232, 5.335, 0.773], [-5.577, 4.235, -0.047], [-5.186, 2.921, 0.381], [-5.855, 0.554, 2.595], [-6.614, -0.740, 4.535], [-5.102, -0.872, 6.563], [-2.674, -0.074, 6.260], [-1.928, 0.764, 4.288], [-3.436, 3.753, 3.155], [-4.116, 6.053, 2.498], [-5.573, 6.343, 0.422], [-6.143, 4.311, -0.992], [-5.431, 2.001, -0.146], [-0.200, 0.345, -0.742], [-0.629, 1.137, -1.839], [-1.074, 0.435, -2.964], [-1.906, 1.091, -3.848], [-2.213, 2.447, -3.723], [-1.678, 3.182, -2.640], [-0.887, 2.521, -1.699], [-0.627, -0.611, -0.817], [-0.502, 0.770, 0.145], [-0.974, -0.674, -3.001], [-2.282, 0.533, -4.679], [-2.820, 2.877, -4.527], [-1.817, 4.261, -2.672], [-0.427, 3.139, -0.865], [2.708, -1.781, -1.793], [2.827, -0.603, -2.274], [2.675, 0.399, -1.531], [3.418, -0.533, -3.696], [3.539, -1.719, -4.486], [4.001, -1.726, -5.797], [4.268, -0.456, -6.297], [4.618, -0.179, -7.624], [4.780, 1.234, -7.669], [4.452, 1.818, -6.404], [4.257, 0.720, -5.551], [3.686, 0.708, -4.257], [3.312, -2.681, -3.940], [4.160, -2.626, -6.394], [4.218, 1.711, -8.477], [5.819, 1.483, -7.872], [3.537, 1.591, -3.715]],
  "lowdin_spin": [1.00, 0.00, 0.00, 0.00, 0.00, 0.00, 0.00, 0.00, 0.00, 0.00, 0.00, 0.00, 0.00, 0.00, 0.00, 0.00, 0.00, 0.00, 0.00, 0.00, 0.00, 0.00, 0.00, 0.00, 0.00, 0.00, 0.00, 0.00, 0.00, 0.00, 0.00, 0.00, 0.00, 0.00, 0.00, 0.00, 0.00, 0.00, 0.00, 0.00, 0.00, 0.00, 0.00, 0.00, 0.00, 0.00, 0.00, 0.00, 0.00, 0.00, 0.00, 0.00, 0.00, 0.00, 0.00, 0.00, 0.00, 0.00, 0.00, 0.00, 0.00, 0.00, 0.00, 0.00, 0.00, 0.00, 0.00, 0.00, 0.00, 0.00, 0.00, 0.00, 0.00, 0.00, 0.00, 0.00, 0.00, 0.00, 0.00, 0.00, 0.00, 0.00, 0.00, 0.00, 0.00, 0.00, 0.00, 0.00, 0.00, 0.00, 0.00, 0.00, 0.00],
  "e_above_lowest_ev": 0.0000,
  "spin_multiplicity": 2,
  "charge": 0,
  "energy_ev": -267603.9336,
  "gap_ev": [5.174, 5.173]
}